Density functional theory data (ωB97M-V with the def2-TZVPD basis set) for a cluster of 8 separate species, C36H67BN7O6S in total in a non-equilibrium geometry.

Summary:
HOMO level, eV: -4.35
Maximum force, eV/A: 3.85
LUMO energy, eV: 1.8
Total energy, Eh: -2669.71435
Gap between HOMO and LUMO, eV: 6.1

The geometry in ORCA input format:
```
! RIJCOSX wB97M-V def2-TZVPD def2/J DEFGRID3
* xyz -1 1
O 4.41 1.17 3.23
S 3.43 2.20 3.46
O 3.85 3.57 3.38
O 2.89 1.97 4.96
C 1.95 1.91 2.54
C 2.00 0.79 1.50
C 2.06 -0.63 2.06
C 0.75 -1.24 2.66
C -0.46 -0.33 2.71
C -1.80 -0.98 3.01
O -2.64 0.15 3.17
B -1.79 1.25 3.76
C -1.74 2.62 2.87
C -2.99 3.48 2.82
O -4.19 2.72 2.59
O -0.38 0.61 3.77
H 1.95 1.75 4.93
H 1.71 2.88 2.07
H 1.14 1.69 3.24
H 1.15 0.96 0.84
H 2.90 0.92 0.88
H 2.84 -0.71 2.82
H 2.40 -1.28 1.24
H 0.97 -1.59 3.67
H 0.48 -2.14 2.08
H -0.64 0.18 1.74
H -1.73 -1.52 3.97
H -2.17 -1.61 2.19
H -2.10 1.50 4.94
H -0.93 3.23 3.29
H -1.44 2.39 1.82
H -3.12 4.01 3.76
H -2.91 4.23 2.01
H -4.30 2.63 1.64
C 0.81 -5.12 -0.93
C -0.42 -4.38 -0.42
C -0.82 -3.19 -1.31
C 0.26 -2.21 -1.43
N 1.15 -1.50 -1.52
H 1.69 -4.47 -0.95
H 1.05 -5.97 -0.29
H 0.65 -5.50 -1.94
H -0.24 -4.02 0.59
H -1.26 -5.06 -0.37
H -1.71 -2.71 -0.91
H -1.05 -3.52 -2.33
C -7.09 1.28 -1.51
C -6.35 1.98 -2.65
C -4.84 1.72 -2.62
C -4.23 2.20 -1.38
N -3.78 2.58 -0.39
H -6.75 1.64 -0.54
H -8.16 1.46 -1.58
H -6.93 0.20 -1.55
H -6.52 3.06 -2.60
H -6.73 1.64 -3.61
H -4.34 2.21 -3.45
H -4.63 0.65 -2.70
C 3.89 -1.91 7.64
C 4.92 -1.41 6.63
C 4.31 -1.12 5.26
C 3.71 -2.31 4.66
N 3.24 -3.23 4.15
H 3.45 -2.86 7.31
H 4.35 -2.08 8.62
H 3.08 -1.19 7.77
H 5.72 -2.14 6.52
H 5.37 -0.49 7.00
H 5.05 -0.73 4.56
H 3.53 -0.36 5.34
C 1.99 -4.70 -6.76
C 2.40 -3.64 -5.76
C 1.60 -3.71 -4.45
C 0.17 -3.51 -4.68
N -0.93 -3.31 -4.92
H 0.94 -4.59 -7.06
H 2.60 -4.64 -7.66
H 2.11 -5.71 -6.35
H 2.28 -2.64 -6.19
H 3.46 -3.75 -5.51
H 1.93 -2.95 -3.74
H 1.74 -4.69 -3.97
C -3.14 5.11 9.09
C -4.30 5.07 8.10
C -3.95 4.31 6.81
C -2.83 4.91 6.10
N -1.93 5.33 5.51
H -2.28 5.63 8.67
H -3.43 5.63 10.00
H -2.83 4.10 9.36
H -4.59 6.09 7.84
H -5.16 4.59 8.56
H -4.80 4.28 6.13
H -3.68 3.28 7.04
C -0.36 -1.31 -7.72
C 0.92 -1.19 -8.52
C 0.69 -0.80 -9.99
C -0.11 -1.78 -10.71
N -0.73 -2.57 -11.28
H -1.01 -2.09 -8.11
H -0.14 -1.55 -6.68
H -0.91 -0.36 -7.73
H 1.47 -2.13 -8.50
H 1.56 -0.43 -8.07
H 1.64 -0.69 -10.52
H 0.17 0.16 -10.04
C 2.60 0.84 -3.16
C 3.79 1.33 -3.97
C 3.40 1.82 -5.37
C 2.80 0.75 -6.17
N 2.32 -0.11 -6.78
H 2.11 -0.01 -3.63
H 2.91 0.52 -2.17
H 1.86 1.63 -3.03
H 4.53 0.53 -4.07
H 4.28 2.15 -3.45
H 4.27 2.19 -5.92
H 2.68 2.63 -5.30
*
```

Results of the Löwdin charge analysis, in e, for atoms 1 through 2:
1. O -0.3026
2. S 0.6169